A 7-piece molecular cluster, H14O6S2 overall in a non-equilibrium geometry. Source: OMol25; level of theory: ωB97M-V/def2-TZVPD.

Each line ends with the Mulliken charge.
Positions of all 22 atoms, in Å:
1 S 4.53 -2.36 0.40  -0.19
2 S 3.20 -1.12 -0.51  -0.17
3 H 3.94 -2.55 1.54  0.14
4 H 3.98 0.00 -0.63  0.19
5 O -2.43 0.23 0.94  -0.65
6 H -1.71 0.47 1.51  0.33
7 H -2.92 -0.46 1.39  0.30
8 O -2.97 -1.07 -1.75  -0.58
9 H -3.04 -0.60 -0.88  0.31
10 H -3.23 -0.46 -2.38  0.30
11 O 0.49 0.87 -1.57  -0.69
12 H 0.35 0.09 -2.26  0.35
13 H -0.48 1.22 -1.45  0.33
14 O -1.60 -3.09 -3.93  -0.62
15 H -2.37 -2.60 -4.21  0.31
16 H -1.69 -2.92 -3.04  0.31
17 O 0.35 0.71 1.51  -0.66
18 H 0.57 0.79 0.46  0.37
19 H 1.19 0.30 1.75  0.31
20 O 1.09 4.39 4.68  -0.65
21 H 1.55 4.75 3.82  0.33
22 H 1.20 3.43 4.60  0.32

Its HOMO energy is -9.4 eV. The value obtained for the energy above the lowest of the compared OMol25 structures with the same formula, charge and spin is 161.6 kJ/mol.

---

A 2-piece molecular cluster, C2H6OS2 overall in a non-equilibrium geometry. Source: OMol25; level of theory: ωB97M-V/def2-TZVPD.

Each line ends with the Mulliken spin population.
Positions of all 11 atoms, in Å:
1 S 3.03 1.54 2.06  0.50
2 S 3.32 -0.28 0.85  0.48
3 H 3.91 1.14 2.98  0.01
4 H 3.77 0.35 -0.24  0.01
5 C -1.30 -0.61 -0.06  -0.02
6 C -2.34 -0.28 -0.82  0.00
7 O -2.32 -0.58 -2.17  0.00
8 H -1.27 -0.04 0.84  0.00
9 H -0.58 -1.31 -0.45  0.02
10 H -3.02 0.49 -0.48  0.00
11 H -3.20 -0.41 -2.51  0.00

As for the expectation value of S²: 0.754. The charge is -1. The spin multiplicity is 2. Its HOMO energy (alpha / beta) is -0.1 / -3.5 eV. The value obtained for the energy above the lowest of the compared OMol25 structures with the same formula, charge and spin is 60.7 kJ/mol.

---

A 2-piece molecular cluster, C2HClN2OS overall in a non-equilibrium geometry. Source: OMol25; level of theory: ωB97M-V/def2-TZVPD.

Each line ends with the Mulliken charge.
Positions of all 8 atoms, in Å:
1 N -2.60 -0.41 1.60  -0.18
2 N -2.44 -0.07 0.50  0.25
3 S -2.10 0.37 -0.91  -0.07
4 O 1.02 -1.01 -1.90  -0.29
5 C 1.22 -0.38 -0.97  0.57
6 C 1.36 0.32 0.11  -0.41
7 Cl 2.62 -0.22 1.27  -0.19
8 H 0.92 1.41 0.30  0.31

Its HOMO energy is -9.3 eV. The value obtained for the energy above the lowest of the compared OMol25 structures with the same formula, charge and spin is 161.4 kJ/mol.

---

C24H25N4OSn as an isolated structure in a non-equilibrium geometry. Source: OMol25; level of theory: ωB97M-V/def2-TZVPD.

Each line ends with the Mulliken charge.
Positions of all 55 atoms, in Å:
1 C -0.60 3.12 0.77  -0.20
2 C -1.03 2.39 -0.36  -1.26
3 C -1.49 1.11 0.08  0.40
4 H -1.03 2.74 -1.40  0.62
5 C -1.35 1.07 1.49  -0.64
6 C -0.78 2.30 1.92  -1.47
7 H -1.69 0.25 2.12  1.02
8 C 2.93 2.23 -0.68  -0.41
9 C 1.88 2.55 -1.59  -0.98
10 C 1.35 1.33 -2.11  -0.52
11 H 1.55 3.55 -1.84  0.52
12 C 2.05 0.25 -1.51  0.14
13 C 3.05 0.81 -0.66  -1.54
14 H -1.91 0.34 -0.57  0.52
15 H -0.62 2.63 2.95  0.71
16 H -0.23 4.14 0.75  0.59
17 H 3.75 0.22 -0.05  0.57
18 H 0.55 1.22 -2.84  0.57
19 H 3.52 2.94 -0.11  0.72
20 Sn 1.55 0.58 2.61  1.25
21 C 1.69 -1.22 -1.52  2.84
22 C 2.92 -2.13 -1.54  -1.86
23 C 0.70 -1.61 -2.60  -2.00
24 H 3.56 -1.77 -2.34  0.43
25 H 2.60 -3.15 -1.77  0.44
26 H 3.49 -2.13 -0.61  0.38
27 H 1.12 -1.35 -3.57  0.44
28 H -0.28 -1.13 -2.49  0.30
29 H 0.54 -2.69 -2.55  0.49
30 C 0.96 -1.34 -0.14  2.26
31 C 0.93 -2.57 0.75  -0.72
32 H -0.07 -0.98 -0.19  -0.44
33 H 1.49 -0.60 0.53  -1.59
34 O 1.72 -2.61 1.71  -0.61
35 N -0.22 -3.36 0.60  -0.04
36 C -1.38 -2.81 1.39  -0.78
37 H -0.06 -4.36 0.78  0.36
38 C -2.53 -2.31 0.55  0.73
39 C -3.56 -1.64 1.24  -0.35
40 H -3.48 -1.56 2.33  0.45
41 C -4.64 -1.11 0.55  -0.65
42 H -5.40 -0.57 1.12  0.42
43 C -4.75 -1.30 -0.83  -0.57
44 H -5.62 -0.90 -1.35  0.41
45 C -3.75 -2.00 -1.51  -0.57
46 H -3.86 -2.16 -2.58  0.42
47 C -2.64 -2.50 -0.83  -0.31
48 H -1.88 -3.08 -1.37  0.46
49 H -1.04 -1.98 2.06  0.02
50 H -1.70 -3.59 2.11  0.56
51 N 2.15 2.70 2.25  -0.59
52 C 2.37 3.87 2.33  0.62
53 N 2.45 5.13 2.22  -0.49
54 C 3.09 6.06 2.87  0.43
55 N 3.62 6.98 3.40  -0.45

The charge is +1. Its HOMO energy (alpha / beta) is -11.3 / -11.4 eV. The value obtained for the energy above the lowest of the compared OMol25 structures with the same formula, charge and spin is 0.0 kJ/mol.

---

An isolated molecule of C26H29FN2O6S in a non-equilibrium geometry. Source: OMol25; level of theory: ωB97M-V/def2-TZVPD.

Each line ends with the Mulliken charge.
Positions of all 65 atoms, in Å:
1 C 7.31 0.86 -0.29  -0.40
2 O 7.19 1.98 -1.13  -0.41
3 C 6.25 2.94 -0.72  -0.67
4 C 4.78 2.51 -0.90  -0.24
5 C 4.16 1.99 0.40  -1.05
6 N 2.81 1.52 0.20  0.24
7 C 1.74 2.06 0.82  0.51
8 O 1.75 3.03 1.54  -0.71
9 C 0.52 1.21 0.44  0.69
10 O -0.62 1.42 0.77  -0.60
11 C 1.05 0.15 -0.42  -0.81
12 C 0.32 -0.79 -1.06  1.13
13 O 0.93 -1.60 -1.96  -0.55
14 C -1.12 -0.95 -0.84  -0.18
15 C -2.00 -0.85 -1.91  -0.25
16 C -3.37 -0.92 -1.69  -0.84
17 C -3.84 -1.11 -0.41  0.35
18 S -5.61 -1.05 -0.10  1.29
19 O -6.27 -1.33 -1.34  -0.72
20 O -5.88 -1.87 1.05  -0.72
21 N -5.96 0.51 0.31  0.16
22 C -5.94 1.51 -0.73  -0.98
23 C -4.63 2.30 -0.76  0.06
24 C -4.36 2.89 0.62  -1.02
25 C -4.31 1.77 1.66  0.42
26 C -5.62 0.98 1.63  -1.08
27 C -2.97 -1.28 0.66  -0.79
28 C -1.61 -1.19 0.45  -0.47
29 C 2.54 0.33 -0.58  -1.06
30 C 3.30 -0.87 -0.06  0.12
31 C 3.17 -1.24 1.28  -0.02
32 C 3.87 -2.31 1.78  -0.87
33 C 4.71 -3.02 0.93  0.44
34 F 5.40 -4.07 1.42  -0.34
35 C 4.86 -2.67 -0.40  -0.74
36 C 4.15 -1.59 -0.89  -0.20
37 H 6.45 0.19 -0.36  0.00
38 H 8.20 0.32 -0.63  0.28
39 H 7.45 1.16 0.75  0.31
40 H 6.43 3.23 0.32  0.38
41 H 6.46 3.80 -1.36  0.30
42 H 4.76 1.73 -1.66  0.21
43 H 4.19 3.35 -1.26  0.39
44 H 4.09 2.81 1.12  0.50
45 H 4.76 1.19 0.83  0.33
46 H 0.29 -2.22 -2.34  0.43
47 H -1.62 -0.68 -2.91  0.53
48 H -4.08 -0.83 -2.50  0.50
49 H -6.13 0.99 -1.67  0.40
50 H -6.78 2.20 -0.55  0.39
51 H -3.81 1.64 -1.04  -0.11
52 H -4.71 3.09 -1.51  0.39
53 H -3.40 3.42 0.61  0.44
54 H -5.15 3.60 0.87  0.36
55 H -3.47 1.12 1.44  -0.36
56 H -4.17 2.19 2.65  0.45
57 H -5.58 0.10 2.27  0.42
58 H -6.44 1.62 1.97  0.37
59 H -3.38 -1.47 1.64  0.46
60 H -0.92 -1.30 1.27  0.52
61 H 2.79 0.49 -1.63  0.61
62 H 2.51 -0.67 1.92  0.42
63 H 3.78 -2.61 2.81  0.47
64 H 5.52 -3.24 -1.03  0.47
65 H 4.25 -1.31 -1.92  0.47

Its HOMO energy is -9.2 eV. The value obtained for the energy above the lowest of the compared OMol25 structures with the same formula, charge and spin is 15.7 kJ/mol.